{
  "formula": "C14H13I",
  "method": "ωB97M-V/def2-TZVPD",
  "de_lowest_kj_mol": 467.9,
  "homo_lumo_gap_ev": [5.77, 5.87],
  "lumo_ev": [-1.033, -0.973],
  "species": ["C", "C", "C", "C", "C", "C", "C", "C", "C", "C", "C", "C", "C", "C", "I", "H", "H", "H", "H", "H", "H", "H", "H", "H", "H", "H", "H", "H"],
  "positions_angstrom": [[-1.713778, -1.359572, 1.514714], [2.090335, -2.666093, -1.242235], [-1.097803, -2.367417, 0.785206], [0.801967, -2.950058, -0.738312], [-1.358582, -0.049008, 1.274740], [2.692240, -1.479330, -0.940785], [0.098203, -2.043184, 0.008560], [0.656132, -0.688009, 0.117577], [-0.404310, 0.284289, 0.290920], [2.086419, -0.412398, -0.196600], [-0.603292, 1.409185, -0.391422], [2.879479, 0.515257, 0.421060], [-1.994888, 3.606323, -0.151190], [-1.932221, 2.124507, -0.511528], [4.944834, 0.787349, 0.241571], [-2.337536, -1.455477, 2.376614], [2.655530, -3.577907, -1.716514], [-1.644174, -3.359185, 0.535226], [0.403860, -3.952346, -0.958318], [-1.856929, 0.820941, 1.672806], [3.829793, -1.336781, -1.198245], [0.194154, 1.879555, -0.990019], [2.560539, 1.044506, 1.280380], [-2.874334, 4.108866, -0.611748], [-1.223874, 4.198819, -0.442366], [-1.978971, 3.623859, 0.950800], [-2.148136, 1.757836, -1.574276], [-2.724646, 1.535468, 0.193384]],
  "forces_ev_per_angstrom": [[0.8, 0.7, 0.6], [-0.1, -2.2, -0.3], [-1.0, -1.3, -1.6], [1.0, -1.5, -1.0], [-0.6, -0.6, -0.1], [3.0, 0.9, -0.5], [0.3, 2.3, 1.0], [0.6, -1.0, -1.0], [0.8, 0.0, 1.1], [-1.7, -2.8, -0.6], [0.8, 2.5, -0.8], [0.6, 0.8, 0.3], [-2.5, -1.5, 0.6], [-1.2, -2.7, 0.5], [-0.4, -0.1, -0.2], [-0.9, -0.9, 0.0], [-1.0, 2.2, 0.7], [1.3, 1.6, 0.9], [0.0, 0.5, 0.4], [-0.3, -0.4, 0.6], [-2.4, -0.4, 0.5], [-0.3, -0.6, 0.0], [-0.6, 0.6, 0.4], [0.2, -0.5, 0.8], [2.8, 1.3, -1.1], [-0.5, 0.4, -0.4], [-0.5, 1.3, 1.1], [1.6, 1.5, -2.0]],
  "nbo_charge": [-0.25, -0.26, -0.17, -0.17, -0.16, -0.12, -0.09, 0.05, -0.13, -0.18, -0.10, -0.30, -0.61, -0.44, 0.15, 0.22, 0.23, 0.22, 0.21, 0.21, 0.21, 0.20, 0.21, 0.22, 0.21, 0.21, 0.23, 0.21]
}

{
  "formula": "C14H14AuN6O4S",
  "method": "ωB97M-V/def2-TZVPD",
  "de_lowest_kj_mol": 39.6,
  "homo_lumo_gap_ev": 6.60,
  "lumo_ev": -5.650,
  "total_charge": 1,
  "species": ["Au", "C", "C", "N", "N", "C", "N", "S", "C", "C", "C", "C", "C", "N", "H", "H", "H", "H", "H", "H", "H", "H", "H", "C", "C", "N", "C", "C", "N", "C", "O", "O", "C", "O", "O", "H", "H", "H", "H", "H"],
  "positions_angstrom": [[-0.639996, 0.765564, 0.096047], [-2.892123, -1.655722, 2.914752], [-1.852899, -0.964702, 2.101518], [-2.124483, 0.091396, 1.403921], [-3.349813, 0.608346, 1.371657], [-3.524905, 1.673566, 0.654743], [-4.732151, 2.234363, 0.613115], [-2.278417, 2.474801, -0.288328], [-0.479456, -1.466247, 2.055434], [-0.068706, -2.587988, 2.762296], [1.234086, -3.041413, 2.615090], [2.100875, -2.359683, 1.777656], [1.633448, -1.227145, 1.129714], [0.387744, -0.802201, 1.277222], [-3.849170, -1.163412, 2.790995], [-2.613108, -1.644394, 3.969690], [-2.979984, -2.695042, 2.594910], [-5.492313, 1.828072, 1.131091], [-4.893770, 3.057415, 0.060930], [-0.760088, -3.100824, 3.413967], [1.561398, -3.922971, 3.148815], [3.116091, -2.694296, 1.623235], [2.274003, -0.641903, 0.482542], [2.121820, 3.264871, -0.488961], [1.871452, 2.107150, -1.383001], [0.922087, 1.188996, -1.238269], [1.021695, 0.276659, -2.268429], [2.076445, 0.649006, -3.043290], [2.585628, 1.790461, -2.467818], [2.742869, 0.110733, -4.265331], [2.230339, -0.968072, -4.777558], [3.704420, 0.705242, -4.689444], [0.083786, -0.908878, -2.381795], [0.246435, -1.665395, -3.344238], [-0.768469, -0.981388, -1.454732], [1.404599, 3.260612, 0.328459], [2.027042, 4.204617, -1.033875], [3.131282, 3.220931, -0.078879], [3.381603, 2.275549, -2.862887], [1.440703, -1.296673, -4.250962]],
  "forces_ev_per_angstrom": [[-1.0, 0.1, 1.4], [0.0, 0.1, 0.0], [-0.3, 0.1, 0.0], [1.5, 0.4, -1.2], [-0.9, -0.1, 0.4], [0.3, -0.2, 0.0], [0.0, 0.2, -0.1], [1.2, -0.6, -0.2], [0.2, -0.3, 0.2], [-0.1, 0.1, 0.0], [0.0, 0.0, 0.0], [-0.1, 0.0, 0.1], [0.2, 0.0, 0.0], [-0.1, 0.6, -0.7], [0.0, 0.0, 0.0], [0.0, 0.0, 0.0], [0.0, 0.0, 0.0], [0.0, 0.0, 0.0], [-0.1, 0.0, 0.0], [0.0, 0.0, 0.0], [0.0, 0.0, 0.0], [0.0, 0.0, 0.0], [0.0, 0.0, 0.0], [0.0, 0.0, -0.1], [0.0, 0.1, 0.2], [-1.0, -0.1, 0.4], [0.1, -0.3, -0.3], [-0.1, 0.1, 0.2], [-0.1, -0.1, 0.0], [0.1, 0.1, -0.1], [0.4, 0.0, -0.3], [0.0, 0.0, 0.0], [-0.1, 0.2, 0.2], [-0.1, 0.0, 0.2], [0.1, -0.4, -0.4], [0.0, 0.0, 0.0], [0.0, 0.0, 0.0], [0.0, 0.0, 0.0], [0.0, 0.0, 0.0], [-0.4, -0.2, 0.1]],
  "nbo_charge": [1.30, -0.69, 0.30, -0.22, -0.40, 0.31, -0.75, -0.07, 0.15, -0.19, -0.12, -0.21, 0.08, -0.48, 0.27, 0.25, 0.26, 0.43, 0.42, 0.25, 0.25, 0.25, 0.22, -0.67, 0.42, -0.54, 0.00, 0.02, -0.46, 0.76, -0.64, -0.58, 0.77, -0.66, -0.80, 0.24, 0.26, 0.25, 0.47, 0.51]
}

{
  "formula": "C14H14BF9N6OTi",
  "method": "ωB97M-V/def2-TZVPD",
  "de_lowest_kj_mol": 0.0,
  "multiplicity": 3,
  "homo_lumo_gap_ev": [6.74, 8.24],
  "lumo_ev": [0.094, -0.237],
  "species": ["H", "N", "B", "N", "C", "Ti", "H", "C", "H", "C", "H", "C", "H", "H", "H", "N", "N", "N", "N", "C", "C", "H", "H", "C", "C", "C", "C", "H", "H", "H", "H", "H", "F", "C", "F", "F", "C", "O", "C", "F", "F", "F", "C", "F", "F", "F"],
  "positions_angstrom": [[0.655866, -1.211541, 3.702102], [0.892292, -1.201101, 1.534828], [1.678765, -1.790990, -0.880111], [1.838614, -1.744784, 0.691612], [2.681002, -2.485157, 1.445851], [-0.999955, -0.919980, 1.482672], [3.406036, -3.147731, 0.995283], [2.360537, -2.339675, 2.802927], [2.853747, -2.815169, 3.636930], [1.217748, -1.551071, 2.842305], [2.202194, -2.864829, -1.208122], [-1.091910, 3.034761, -2.831286], [-2.161293, 3.102311, -2.628663], [-0.579278, 2.801791, -1.897830], [-0.917113, 2.221823, -3.536008], [2.531566, -0.744999, -1.793899], [0.133215, -1.992755, -1.171459], [2.377895, 0.644660, -1.862526], [-0.916931, -1.528877, -0.388976], [3.559468, -1.111146, -2.624303], [-0.375208, -2.881011, -2.054098], [3.830794, -2.153281, -2.716179], [0.274780, -3.495041, -2.663602], [4.090723, 0.029160, -3.230172], [-1.770963, -2.903169, -1.951481], [3.315406, 1.103391, -2.705864], [-2.093662, -2.053875, -0.896420], [4.904058, 0.078059, -3.930553], [-2.448440, -3.485198, -2.555738], [3.447571, 2.153835, -2.936690], [-3.064246, -1.790411, -0.501174], [-0.745064, 3.925639, -3.218494], [-0.065483, 3.024786, 2.005465], [-1.394066, 3.098102, 1.764590], [-1.927414, 4.085934, 2.525477], [-1.550599, 3.427065, 0.458382], [-2.039342, 1.715998, 2.029781], [-1.299384, 0.819027, 1.226663], [-1.903017, 1.277625, 3.499923], [-2.819795, 1.781087, 4.340017], [-2.031025, -0.133383, 3.524479], [-0.666746, 1.539945, 3.995829], [-3.508371, 1.658073, 1.546506], [-4.310121, 2.550609, 2.164971], [-3.554780, 1.872694, 0.207997], [-4.018074, 0.398802, 1.759055]],
  "forces_ev_per_angstrom": [[0.0, 0.1, -0.2], [3.1, -0.5, 1.4], [1.1, -0.4, -1.0], [-0.8, -0.2, 1.3], [-0.4, 0.5, 0.3], [-1.7, -2.1, 1.2], [0.1, 0.4, -0.1], [0.0, -0.5, -0.5], [0.0, 0.1, -0.1], [0.6, 0.0, -2.3], [-0.3, 0.6, 0.2], [-0.8, -2.1, 1.0], [0.0, 0.0, 0.0], [0.0, 0.0, -0.1], [0.0, 0.1, 0.0], [-0.5, 1.0, 0.2], [-1.3, -0.5, 0.6], [0.3, -0.7, 0.0], [-0.7, -0.9, -2.6], [-0.2, 0.7, 0.1], [-0.4, 0.6, 0.3], [0.0, 0.1, 0.0], [0.0, 0.4, -0.1], [-0.9, -0.5, 0.8], [0.3, -0.2, 0.0], [-0.3, -1.7, 0.4], [2.4, 0.1, -0.2], [0.1, 0.0, 0.0], [0.1, 0.0, 0.1], [-0.3, -0.1, 0.2], [0.2, 0.1, 0.1], [0.7, 1.9, -0.8], [-1.1, 0.3, -0.1], [0.6, 0.6, -0.6], [0.4, -0.7, -0.4], [0.1, -0.1, 1.3], [0.8, -0.9, -1.3], [-1.6, 4.1, 0.9], [0.4, -0.2, 1.0], [0.7, -0.5, -0.7], [0.2, 1.3, 0.1], [-1.4, -0.4, -0.4], [-0.6, 0.0, -0.7], [0.5, -0.7, -0.5], [-0.2, -0.2, 1.3], [0.4, 1.0, 0.0]],
  "lowdin_spin": [0.01, 0.02, 0.00, 0.02, 0.01, 1.67, 0.00, 0.02, 0.00, 0.05, 0.00, 0.00, 0.00, 0.00, 0.00, 0.00, 0.02, 0.00, 0.02, 0.00, 0.01, 0.00, 0.00, 0.00, 0.01, 0.00, 0.03, 0.00, 0.00, 0.00, 0.01, 0.00, 0.00, 0.00, 0.00, 0.00, 0.02, 0.03, 0.01, 0.00, 0.04, 0.00, 0.00, 0.00, 0.00, 0.01]
}